{"formula": "C5H10O", "method": "ωB97M-V/def2-TZVPD", "species": ["O", "C", "C", "C", "C", "C", "H", "H", "H", "H", "H", "H", "H", "H", "H", "H"], "coordinates": [[-1.8099, 1.2613, -0.0175], [-0.7137, 1.3904, 0.8831], [0.5972, 0.9605, 0.2284], [0.8076, -0.5440, 0.1486], [0.9547, -1.2337, -1.1789], [-0.2832, -1.4494, -0.3611], [-2.3821, 0.5529, 0.2907], [-0.8864, 0.8082, 1.7990], [-0.6533, 2.4481, 1.1688], [1.4311, 1.4093, 0.7839], [0.6190, 1.4066, -0.7734], [1.4104, -0.9584, 0.9565], [0.8598, -0.6151, -2.0678], [1.6628, -2.0508, -1.2758], [-1.1937, -0.9770, -0.7134], [-0.4203, -2.4088, 0.1289]], "forces_ev_per_angstrom": [[-0.19, -0.10, 0.06], [0.27, 0.10, 0.22], [0.00, 0.04, -0.06], [0.06, 0.05, 0.11], [0.17, -0.03, -0.16], [-0.21, -0.07, 0.04], [0.04, 0.11, -0.05], [0.00, 0.10, -0.13], [0.01, -0.15, -0.02], [-0.12, -0.06, -0.08], [-0.02, -0.07, 0.10], [-0.15, 0.06, -0.14], [0.02, -0.09, 0.15], [-0.09, 0.12, 0.06], [0.17, -0.15, 0.00], [0.03, 0.13, -0.10]], "homo_energy_ha": -0.3614, "total_energy_ha": -271.70535, "relative_energy_kcal_mol": 29.66, "smiles": "OCCC1CC1", "gap_ev": 10.88}